ORCA calculation (wB97M-V/def2-TZVPD) on a structure of composition C42H40BF5N12Y in a non-equilibrium geometry.

Calculated values
Charge: +1
Multiplicity: 1
Lowest unoccupied orbital energy, eV: -3.9380
Frontier orbital gap, eV: 7.22

Element x y z (Å)
N 1.9051 -6.2656 -5.4855
H -2.8045 1.1574 -2.4098
C -2.8550 2.1127 -2.9207
H 3.4508 3.3817 3.7560
H 3.3893 4.0351 -2.1963
H -3.8278 2.5593 -2.7108
F 0.9442 0.1427 3.5754
H 2.6192 -4.9870 -6.9184
H 3.6953 -0.2266 1.7142
C 0.8511 -5.2782 -3.5773
H -2.0741 -1.9304 1.7586
C -3.3833 -2.2239 -1.6891
C 1.0834 -0.6515 -2.3687
H 0.3721 -5.4294 -2.6195
N -0.0711 -0.6776 -1.6926
C -2.4219 4.6141 -0.5357
N 3.5293 2.1303 -2.9729
H -4.5505 -1.5106 2.2871
H -1.3493 3.8958 3.2793
C -3.9131 -2.1825 2.8623
H 4.5695 0.1683 0.2320
C 1.4853 -1.7017 -3.1780
F 3.0419 -4.0173 3.8369
C -2.5996 0.2220 4.3803
H -2.7957 1.9266 -3.9933
N -1.5689 3.4230 1.1154
H -2.5171 5.2206 1.6161
F 2.3343 -1.6418 4.9557
C 1.9815 -3.4014 1.8278
B -1.0572 3.0248 2.5158
H 1.4181 3.4702 -0.7296
C -2.2394 4.5435 0.8280
C -2.2436 1.5451 4.2499
H 3.4436 0.1915 -3.6320
N -1.7088 0.5540 2.3518
C -2.2413 -0.3698 3.1692
H -3.3026 -3.0492 -2.3836
H -4.2592 -2.1446 3.8954
H 3.7379 2.4717 0.2855
H -1.8043 -3.7845 3.4072
C 2.9744 0.9279 -2.9946
H 1.9333 -2.9219 -5.7496
C -2.4314 -1.8102 2.7873
N 1.2527 2.2210 1.6120
H 5.8823 1.8851 1.3315
C -1.7255 3.0425 -2.4854
C 3.6916 0.4131 0.8315
C -1.8370 3.4520 -1.0403
C 1.9956 -1.9118 3.6971
H -0.9039 4.9681 -3.0910
N -1.3183 2.7281 -0.0313
C 0.8803 -1.2111 1.6237
C 1.2849 -6.3696 -4.3166
H -0.7777 2.5083 -2.5955
H -5.6962 -0.6417 -0.0748
C 1.8588 2.7444 -1.4007
C 1.8379 0.6242 -2.2491
H -2.9039 5.4005 -1.0850
C 5.0344 2.1897 1.9433
C -0.9225 -1.6858 -1.9062
H 1.1280 -7.3744 -3.9446
C -2.2623 -1.4993 -1.2978
N 1.3049 1.5361 -1.4288
C 2.5830 3.0964 3.1933
C 3.7268 1.8870 1.2133
H -2.6368 4.8058 -3.3683
C 1.2732 3.4139 3.4721
C 2.5337 2.3613 2.0101
H -3.0508 -0.2483 5.2345
H -1.5052 3.9753 -4.4229
C -3.5934 -0.1979 0.0223
C 2.3572 -3.1281 3.1339
H -4.0683 -3.2001 2.5031
C 1.2728 -1.0050 2.9339
C -0.5893 -2.7786 -2.6914
C -1.6863 4.2722 -3.3905
F 2.3101 -4.5661 1.2691
C 2.1214 -5.0453 -5.9584
H 2.8085 0.1420 0.2482
H 0.8410 3.9887 4.2712
C 0.6587 -2.8145 -3.3071
H -1.9454 -2.6329 4.7297
C 1.2622 -2.4396 1.1306
F 0.9278 -2.7855 -0.1474
N -1.7196 1.7313 3.0348
H -3.6815 0.6071 0.7401
H 5.0919 1.6434 2.8851
H 5.1429 3.2514 2.1569
N 0.4908 2.8972 2.5214
N -2.3768 -0.4932 -0.4188
C 1.0868 -4.0011 -4.0777
H -1.2817 -3.5951 -2.8320
Y -0.2103 0.6145 0.4854
H -0.5603 -2.5513 3.6394
C 1.7426 -3.8857 -5.2981
H -2.3257 2.3702 4.9356
C -1.6300 -2.7470 3.6922
C -4.7049 -0.9082 -0.4184
H 2.4341 -1.6797 -3.6910
N -4.6000 -1.9290 -1.2538
C 2.9571 3.0423 -2.2012

***

ORCA calculation (wB97M-V/def2-TZVPD) on a structure of composition C4H8O.

Calculated values
Charge: 0
Multiplicity: 1
Lowest unoccupied orbital energy, eV: 0.9162
Energy relative to the best compared isomer or geometry (same formula, charge and spin), kcal per mole: 159.23
Frontier orbital gap, eV: 8.48

Element x y z (Å)
H -1.3145 0.5171 1.3496
C 1.7908 0.2158 0.5655
H -0.6541 -0.3446 -1.5980
H -2.0078 -1.8025 -0.1187
H 2.1184 0.8176 -0.2898
C -0.2862 -0.3747 -0.3086
O 0.8880 -0.8063 0.1441
H -1.6918 1.3951 -0.2077
H 2.6446 -0.2986 1.0077
C -1.5913 -0.8591 -0.4364
H 1.3142 0.8587 1.3126
C -1.3742 0.4581 0.2590
H 0.1639 0.2232 -1.6793

***

ORCA calculation (wB97M-V/def2-TZVPD) on a structure of composition C5H10O.

Calculated values
Charge: 0
Multiplicity: 1
Lowest unoccupied orbital energy, eV: 0.8477
Energy relative to the best compared isomer or geometry (same formula, charge and spin), kcal per mole: 95.45
Frontier orbital gap, eV: 9.23

Element x y z (Å)
H 1.9350 2.2524 -0.4155
H -2.0026 -1.6317 0.1890
O 1.5802 1.4027 -0.6950
H -2.2685 -1.0973 -0.2679
C -0.3491 -0.0572 -0.2420
C -0.5472 -0.3685 1.0758
H -0.1105 1.9762 0.3657
C 0.5122 1.0944 0.1475
C -0.1831 -0.7775 -1.5443
H -1.3875 -0.6694 1.6809
C 0.7007 0.3162 1.5047
H 0.9082 -0.8899 -1.6388
H 1.5575 -0.3512 1.3329
H 0.7897 0.8127 2.4714
H -0.6189 -1.7772 -1.5324
H -0.5162 -0.2347 -2.4317

***

Question: Look up the frontier orbital gap of the third one.
Answer: 9.23 eV